The following is a quantum chemistry calculation of an isolated molecule of C3H4N2S2, from the Open Molecules 2025 dataset.

The geometry in XYZ format:
```
11
Properties=species:S:1:pos:R:3
S 1.987 -0.897 0.106
C 0.769 0.130 0.006
N 0.792 1.414 -0.433
N -0.385 2.161 -0.183
C -1.170 1.347 0.394
C -0.607 -0.048 0.616
S -1.546 -1.344 -0.318
H 1.586 1.845 -0.951
H -2.178 1.630 0.718
H -0.529 -0.338 1.693
H -2.740 -0.873 0.146
```

## Properties
SMILES: S=C1NN=C[C@H]1S
Calculated total energy in Eh: -1022.55872
ΔE to the lowest compared entry with this formula, charge and spin in kJ/mol: 149.5
Orbital gap in Ha: 0.316

***

The following is a quantum chemistry calculation of an isolated molecule of C3H6N2OS, from the Open Molecules 2025 dataset.

The geometry in XYZ format:
```
13
Properties=species:S:1:pos:R:3
N 2.209 -0.008 -0.635
N 0.894 -0.008 -0.103
C -0.085 -1.017 0.109
C -1.074 0.091 0.540
S -2.511 0.414 -0.509
C 0.046 1.044 0.178
O 0.179 2.222 0.041
H 2.209 0.709 -1.363
H 2.780 0.412 0.116
H -0.332 -1.652 -0.763
H 0.210 -1.645 0.945
H -1.259 0.123 1.625
H -3.268 -0.686 -0.179
```

## Properties
SMILES: NN1C[C@H](S)C1=O
Calculated total energy in Eh: -700.80130
ΔE to the lowest compared entry with this formula, charge and spin in kJ/mol: 230.8
Orbital gap in Ha: 0.373

***

The following is a quantum chemistry calculation of a cluster of 8 separate species, C32H44N4O8 in total, from the Open Molecules 2025 dataset.

The geometry in XYZ format:
```
88
Properties=species:S:1:pos:R:3
C -0.941 29.544 4.927
C 0.243 30.333 4.909
C -0.116 31.593 4.512
N -1.452 31.573 4.216
C -1.968 30.343 4.515
H -1.048 28.507 5.200
H 1.269 30.040 5.059
H 0.490 32.454 4.287
H -1.994 32.388 3.991
H -3.026 30.151 4.496
C -1.012 28.856 8.801
C -0.817 28.056 9.950
C 0.528 28.064 10.226
N 1.136 28.859 9.286
C 0.215 29.289 8.376
H -1.922 29.028 8.248
H -1.533 27.479 10.512
H 1.074 27.796 11.116
H 2.130 28.997 9.248
H 0.432 29.990 7.589
C -7.391 29.000 8.720
C -6.400 28.845 7.699
C -5.795 27.644 7.889
N -6.395 27.038 8.962
C -7.385 27.844 9.445
H -8.081 29.824 8.763
H -6.192 29.593 6.952
H -4.975 27.208 7.350
H -6.216 26.108 9.293
H -8.010 27.505 10.254
C -1.523 21.755 9.069
C -0.127 21.595 9.324
C 0.540 22.040 8.221
N -0.383 22.498 7.312
C -1.642 22.284 7.817
H -2.322 21.470 9.732
H 0.332 21.148 10.190
H 1.598 22.191 8.075
H -0.141 22.886 6.419
H -2.514 22.472 7.211
O 5.758 23.257 8.892
C 4.982 24.120 8.615
C 5.205 25.623 8.603
C 4.019 26.162 7.836
C 2.968 25.070 8.052
O 3.702 23.858 8.244
H 5.231 25.943 9.650
H 6.185 25.891 8.218
H 3.639 27.122 8.192
H 4.215 26.351 6.778
H 2.438 25.289 8.986
H 2.226 24.992 7.264
O -0.130 26.218 -0.881
C 0.558 26.298 0.095
C 0.115 26.326 1.548
C 1.401 26.709 2.280
C 2.531 26.364 1.292
O 1.918 26.297 0.007
H -0.705 27.027 1.633
H -0.154 25.300 1.797
H 1.401 27.798 2.415
H 1.469 26.325 3.296
H 3.278 27.152 1.338
H 2.971 25.385 1.484
O -4.321 26.314 1.606
C -4.959 27.058 2.278
C -4.458 28.281 3.046
C -5.693 28.785 3.797
C -6.875 28.087 3.078
O -6.315 26.996 2.349
H -3.691 28.011 3.766
H -4.061 28.955 2.289
H -5.702 28.444 4.830
H -5.814 29.866 3.746
H -7.547 27.648 3.815
H -7.440 28.767 2.443
O -2.167 25.601 3.683
C -2.042 25.766 4.858
C -3.133 25.766 5.923
C -2.353 26.018 7.216
C -0.883 25.888 6.883
O -0.832 25.966 5.428
H -3.831 26.567 5.694
H -3.642 24.805 5.890
H -2.557 27.022 7.590
H -2.698 25.400 8.047
H -0.309 26.761 7.195
H -0.351 24.998 7.204
```

## Properties
SMILES: c1cc[nH]c1.c1cc[nH]c1.c1cc[nH]c1.c1cc[nH]c1.O=C1CCCO1.O=C1CCCO1.O=C1CCCO1.O=C1CCCO1
Calculated total energy in Eh: -2066.68378
ΔE to the lowest compared entry with this formula, charge and spin in kJ/mol: 0.0
Orbital gap in Ha: 0.322

***

The following is a quantum chemistry calculation of a structure of composition C19H17F5IrN2, from the Open Molecules 2025 dataset.

The geometry in XYZ format:
```
44
Properties=species:S:1:pos:R:3
C -2.527 -0.503 0.319
C -3.108 0.590 -0.567
H -2.569 -1.466 -0.194
H -3.202 -0.578 1.183
H -1.577 -0.459 0.965
H -2.511 0.742 -1.475
H -4.102 0.232 -0.865
H -3.247 1.540 -0.048
C 0.013 -2.493 0.138
C 0.756 -3.647 -0.063
C 1.769 -3.666 -1.025
C 2.014 -2.519 -1.767
H -0.796 -2.448 0.871
H 0.516 -4.509 0.552
H 2.364 -4.562 -1.186
H 2.806 -2.444 -2.513
N 0.286 -1.366 -0.556
C 1.273 -1.354 -1.502
C 1.646 -0.025 -1.947
N 0.945 0.983 -1.335
C 1.342 2.265 -1.505
C 3.240 1.573 -2.816
C 2.508 2.578 -2.192
H 0.729 3.026 -1.028
H 2.821 3.619 -2.224
C 2.784 0.267 -2.721
H 3.281 -0.572 -3.197
H 4.153 1.791 -3.368
Ir -0.501 0.487 0.025
C -1.018 2.344 0.400
H -1.408 2.805 -0.523
H -0.164 2.919 0.781
H -1.788 2.287 1.180
F 2.476 -0.005 0.962
C 1.704 0.290 2.044
C 0.338 0.529 1.906
C -0.365 0.823 3.077
F -1.720 1.035 3.076
C 0.263 0.906 4.314
F -0.445 1.252 5.405
C 1.634 0.677 4.417
F 2.264 0.830 5.593
C 2.354 0.357 3.267
F 3.680 0.116 3.345
```

## Properties
Calculated total energy in Eh: -1446.46129
Net charge: +2
ΔE to the lowest compared entry with this formula, charge and spin in kJ/mol: 0.0
Orbital gap (spin up / spin down) in Ha: 0.222 / 0.203
Multiplicity: 6